{
  "formula": "C35H26Cl3HgN5O4PS2",
  "method": "ωB97M-V/def2-TZVPD",
  "de_lowest_ev": 0.171,
  "multiplicity": 2,
  "orbital_gap_ev": [6.127, 7.041],
  "charge": -2,
  "elements": ["Hg", "O", "C", "O", "C", "C", "C", "C", "C", "N", "C", "O", "O", "H", "H", "H", "C", "C", "N", "C", "C", "S", "C", "C", "S", "C", "N", "C", "H", "H", "H", "H", "H", "H", "H", "H", "N", "P", "C", "C", "C", "C", "C", "C", "C", "C", "C", "C", "C", "C", "C", "C", "C", "C", "C", "C", "H", "H", "H", "H", "H", "H", "H", "H", "H", "H", "H", "H", "H", "H", "H", "Cl", "C", "Cl", "Cl", "C", "N"],
  "positions_angstrom": [[-0.88411, -0.57564, -0.75446], [-2.27308, 3.57225, -1.66007], [-2.10035, 2.38964, -1.34298], [-1.41831, 1.50420, -1.91735], [-2.83456, 1.92469, -0.06686], [-3.81370, 2.71959, 0.51176], [-4.45717, 2.26529, 1.65168], [-4.09675, 1.03618, 2.18365], [-3.11650, 0.29001, 1.54509], [-2.51239, 0.73770, 0.44552], [-2.71798, -1.10345, 2.08413], [-3.32965, -1.47185, 3.10242], [-1.87674, -1.72869, 1.39951], [-4.03154, 3.66904, 0.04389], [-5.23682, 2.85830, 2.11704], [-4.54457, 0.62442, 3.07650], [-4.75098, -0.66593, -1.51109], [-4.22532, -1.96395, -0.99524], [-2.99222, -2.32991, -1.01393], [-2.79640, -3.56650, -0.46293], [-3.92556, -4.17435, -0.01592], [-5.28101, -3.16292, -0.28909], [-1.43301, -4.08045, -0.35818], [-1.06311, -5.35214, -0.04212], [0.64739, -5.45653, 0.01566], [0.75303, -3.75984, -0.41023], [-0.39561, -3.21474, -0.57188], [2.06525, -3.06596, -0.53674], [-3.97862, -0.18237, -2.10911], [-5.00896, -0.00625, -0.67995], [-5.64151, -0.82089, -2.11950], [-4.02859, -5.11943, 0.48980], [-1.67832, -6.21298, 0.15789], [2.89473, -3.76473, -0.44274], [2.13134, -2.28585, 0.22478], [2.11608, -2.54312, -1.49212], [1.16805, -0.51571, -0.25736], [1.88300, 0.67695, 0.38289], [1.67842, 0.91424, 2.20016], [0.56480, 0.29686, 2.76313], [0.32863, 0.36457, 4.13019], [1.22764, 1.03189, 4.95025], [2.35847, 1.62715, 4.40244], [2.58351, 1.56899, 3.03460], [1.64455, 2.35546, -0.30402], [1.69933, 3.53396, 0.43556], [1.49644, 4.75712, -0.18744], [1.22080, 4.80949, -1.54646], [1.15184, 3.63924, -2.28759], [1.36143, 2.41745, -1.66785], [3.70156, 0.42577, 0.26233], [4.48133, 1.02397, -0.72235], [5.81250, 0.66041, -0.88654], [6.37669, -0.30926, -0.07155], [5.60526, -0.91742, 0.91180], [4.27742, -0.55396, 1.07250], [-0.09178, -0.27599, 2.12078], [-0.54748, -0.12145, 4.54347], [1.05848, 1.07511, 6.02011], [3.07098, 2.12887, 5.04788], [3.47177, 2.02835, 2.61337], [1.88133, 3.49412, 1.50146], [1.53508, 5.67139, 0.39323], [1.01707, 5.76253, -2.01967], [0.88797, 3.67342, -3.33659], [1.26296, 1.49097, -2.22205], [4.04398, 1.78302, -1.35931], [6.41209, 1.13397, -1.65515], [7.41453, -0.59364, -0.20063], [6.03951, -1.67897, 1.54895], [3.66833, -1.02965, 1.83273], [-0.80066, -3.32353, -6.05828], [-0.78991, -1.65783, -5.55779], [0.30623, -0.64780, -6.44038], [-3.02015, -0.89153, -6.45603], [-0.79275, -1.47711, -4.16622], [-0.81366, -1.33429, -3.02146]],
  "forces_ev_per_angstrom": [[-0.2485, 0.1367, 0.4534], [0.0058, 0.0478, -0.0454], [-0.0604, -0.1637, 0.1108], [-0.0719, 0.1056, -0.1453], [0.0839, -0.0031, -0.0213], [-0.0100, 0.0654, 0.0225], [0.0482, -0.0846, -0.0602], [-0.0477, 0.0664, 0.0329], [0.1482, -0.0658, 0.0809], [-0.1447, 0.0019, -0.0853], [-0.3647, -0.1740, -0.2000], [0.1598, 0.0801, 0.0858], [0.2231, 0.2243, 0.4421], [0.0025, 0.0045, 0.0123], [0.0177, 0.0145, 0.0172], [-0.0164, -0.0307, -0.0219], [0.1102, 0.0121, 0.0449], [-0.3979, -0.2420, 0.0030], [0.0268, 0.3389, -0.2755], [-0.2097, -0.1823, 0.1732], [-0.0815, -0.0013, -0.0607], [0.1906, 0.1693, -0.0567], [0.0127, -0.3124, 0.0641], [0.0762, 0.0601, -0.0038], [0.0045, 0.2817, -0.0632], [0.4430, -0.4333, 0.1046], [-0.1908, 0.0905, -0.0998], [0.1821, -0.3818, 0.0393], [-0.0214, -0.0141, -0.0328], [-0.0116, 0.0142, 0.0047], [0.0221, 0.0141, -0.0471], [0.0632, -0.0016, 0.0058], [-0.0879, 0.0535, -0.0141], [0.0376, -0.1830, -0.0616], [-0.0281, -0.2103, -0.1820], [0.0186, -0.0269, 0.0830], [0.1420, 0.7463, 0.1467], [0.2375, 0.2665, 0.1538], [-0.0495, -0.1783, -0.0052], [0.0630, -0.0065, -0.0330], [0.0181, 0.0033, 0.0288], [-0.0297, -0.0223, -0.0099], [0.0309, 0.0280, 0.0322], [-0.0443, 0.0542, -0.0527], [-0.0328, -0.0928, -0.0831], [0.0383, -0.0133, -0.0371], [0.0183, 0.0176, 0.0399], [-0.0077, -0.0132, -0.0203], [-0.0317, 0.0459, -0.0042], [0.0197, -0.0484, 0.0371], [-0.0591, -0.1242, -0.0053], [-0.0032, 0.0601, 0.0869], [0.0256, 0.0122, -0.0109], [0.0058, -0.0117, 0.0283], [-0.0042, -0.0088, 0.0035], [0.0296, 0.0741, -0.0170], [-0.1284, -0.0430, -0.0310], [0.0095, 0.0041, -0.0142], [-0.0015, 0.0116, -0.0023], [-0.0040, 0.0118, -0.0180], [0.0143, -0.0245, 0.0153], [-0.0015, 0.0494, 0.0056], [-0.0349, -0.0016, 0.0159], [0.0232, -0.0078, -0.0108], [-0.0231, -0.0265, 0.0241], [-0.0252, 0.0539, -0.0153], [-0.0010, -0.0026, -0.0270], [-0.0229, 0.0064, -0.0076], [-0.0046, 0.0028, -0.0062], [-0.0060, -0.0017, -0.0008], [0.0287, -0.0323, 0.0193], [0.0023, 0.0608, 0.0253], [0.1476, -0.2117, -0.2452], [-0.0352, 0.0051, 0.0657], [-0.0670, -0.0103, 0.0094], [-0.0512, 0.0814, 0.1538], [-0.0690, 0.0151, -0.5379]],
  "lowdin_charge": [1.0782, -0.0139, -0.6472, -0.1198, -0.1840, -0.0172, -0.0653, -0.0188, -0.1858, 0.1006, -0.6553, -0.0372, -0.0917, 0.1069, 0.0946, 0.1051, -0.0600, -0.6155, 0.0603, -0.3449, -0.3547, 1.0207, -0.3329, -0.3677, 0.9990, -0.6078, 0.0507, -0.1210, 0.0849, 0.0699, 0.0750, 0.0664, 0.0610, 0.0593, 0.0296, 0.0767, -0.3659, 0.6928, -0.2806, -0.0631, -0.0672, -0.1064, -0.1068, -0.1171, -0.2846, -0.0798, -0.0985, -0.0951, -0.0754, -0.1086, -0.2623, -0.0694, -0.0991, -0.1143, -0.0976, -0.0992, 0.0667, 0.1063, 0.0903, 0.0900, 0.1050, 0.0842, 0.0904, 0.0952, 0.1097, 0.0983, 0.0983, 0.0938, 0.0894, 0.0938, 0.1087, 0.5257, -1.3712, 0.5388, -0.2921, -0.3674, 0.1465]
}